Below is a molecular structure, C26H38Cl2HfN2O, with properties calculated with ωB97M-V/def2-TZVPD.

Each line ends with the Mulliken charge.
Geometry (Å):
Hf -0.0631 -0.0687 -0.9071  -0.266
C -0.6568 -0.2899 1.5183  -0.849
C -0.3089 1.0977 1.4019  0.541
C 1.0978 1.1342 1.1265  -0.298
C 1.5365 -0.2219 1.0523  0.023
C 0.4726 -1.1047 1.3374  -0.044
C 0.5641 -2.6063 1.5353  2.165
C 1.0096 -2.8477 2.9856  -1.877
C -0.7944 -3.2729 1.3122  -1.561
C 1.5884 -3.2307 0.5840  -1.701
C 2.1079 2.2851 1.0250  2.281
C 1.8267 3.2665 -0.1218  -1.372
C 3.5180 1.7342 0.7631  -2.231
C 2.1753 3.0155 2.3750  -1.697
C -1.3675 2.1397 1.8029  2.239
C -1.3981 2.1887 3.3398  -1.758
C -1.1823 3.5617 1.2697  -2.008
C -2.7561 1.7058 1.3055  -1.700
H -1.6396 -0.6620 1.7564  0.267
H 2.5484 -0.5290 0.8448  0.514
H 0.2929 -2.4181 3.6884  0.322
H 1.9839 -2.3923 3.1739  0.309
H 1.0870 -3.9192 3.1840  0.487
H -1.5471 -2.8968 2.0083  0.323
H -0.7077 -4.3496 1.4720  0.461
H -1.1491 -3.1088 0.2937  0.206
H 2.5834 -2.8053 0.7332  0.303
H 1.2969 -3.0818 -0.4575  0.284
H 1.6594 -4.3042 0.7723  0.464
H 1.9635 2.7645 -1.0803  0.065
H 2.5387 4.0945 -0.0742  0.586
H 0.8265 3.6814 -0.1009  0.074
H 3.5625 1.1772 -0.1742  0.287
H 3.8589 1.0885 1.5736  0.347
H 4.2146 2.5717 0.6902  0.497
H 1.2363 3.4898 2.6471  0.226
H 2.9467 3.7889 2.3439  0.506
H 2.4319 2.3103 3.1683  0.318
H -0.4361 2.5051 3.7447  0.288
H -1.6256 1.2043 3.7519  0.308
H -2.1625 2.8905 3.6827  0.478
H -0.2663 4.0376 1.6054  0.282
H -2.0129 4.1732 1.6290  0.591
H -1.2116 3.5816 0.1800  0.210
H -3.0731 0.7413 1.6982  0.297
H -2.7783 1.6611 0.2130  0.218
H -3.4975 2.4427 1.6206  0.513
N 2.2315 0.5687 -4.2197  -0.382
C 1.4555 0.8855 -3.1905  0.804
O 1.7383 0.4554 -2.0473  -0.961
C 0.2712 1.7950 -3.3940  -0.984
C -0.7633 1.6824 -2.2569  -0.796
H 2.9784 -0.0931 -4.0834  0.258
H 1.9874 0.8510 -5.1520  0.220
H -0.1526 1.5917 -4.3810  0.420
H 0.7022 2.8020 -3.4533  0.337
H -1.7317 1.4147 -2.6863  0.676
H -0.8913 2.6561 -1.7825  0.120
Cl 0.5215 -4.0237 -3.5776  -0.228
C -1.1090 -3.6983 -3.0626  0.514
C -2.1147 -4.5815 -3.4071  -0.570
C -3.4244 -4.3493 -3.0086  -0.400
C -3.7184 -3.2186 -2.2567  -0.819
C -2.6935 -2.3593 -1.9307  1.397
Cl -3.0273 -0.9255 -0.9702  -0.101
C -1.3387 -2.5311 -2.3033  -0.803
N -0.4157 -1.6359 -1.9317  0.199
H -1.8641 -5.4571 -3.9909  0.407
H -4.2076 -5.0431 -3.2796  0.365
H -4.7274 -3.0095 -1.9281  0.411

* orbital gap: 7.36 eV
* spin multiplicity: 1
* energy above the lowest of the compared OMol25 structures with the same formula, charge and spin: 8.3 kJ/mol
* E_LUMO: 0.3 eV

Below is 3 unconnected molecules or ions with the total composition C26H38ClN3O6 at a distorted geometry, with properties calculated with ωB97M-V/def2-TZVPD.

Each line ends with the Mulliken charge.
Geometry (Å):
O -9.8428 -0.5674 -0.3259  -0.482
C -8.8554 -1.2008 -0.0876  0.175
N -8.3740 -1.5935 1.2362  -0.474
C -6.9644 -1.1829 1.1363  -0.068
O -6.3559 -0.5199 1.9237  -0.455
C -6.5630 -1.7626 -0.2455  0.540
C -7.7503 -1.7393 -1.0090  0.036
C -7.7786 -2.1452 -2.3147  -0.678
C -6.5923 -2.6159 -2.8434  -0.552
C -5.4275 -2.6697 -2.1063  0.521
Cl -4.0442 -3.3362 -2.9398  -0.206
C -5.3581 -2.2235 -0.7664  0.252
C -4.1067 -2.2242 0.0546  1.144
C -2.8384 -2.0132 -0.4778  -0.782
C -1.7047 -2.0166 0.3047  -0.625
C -1.7649 -2.1968 1.6748  -0.270
C -3.0277 -2.3762 2.2179  -1.229
C -4.1552 -2.4077 1.4332  -0.380
H -8.2466 -2.6066 1.1875  0.372
H -8.7022 -2.0920 -2.8840  0.460
H -6.5518 -2.9536 -3.8765  0.435
H -2.6913 -1.8308 -1.5352  0.362
H -0.7138 -1.8773 -0.1267  0.467
H -0.8726 -2.1991 2.2845  0.713
H -3.1230 -2.4947 3.2966  0.351
H -5.0926 -2.5568 1.9600  0.399
C 6.3317 -2.6111 1.9892  -0.675
O 5.6538 -2.3484 3.2039  -0.343
C 5.6411 -0.9697 3.5624  -0.772
C 4.2320 -0.4132 3.4938  -0.287
N 3.7746 -0.3114 2.1121  -0.178
C 2.3484 -0.0130 1.9763  -0.744
C 1.3578 -1.0624 2.4758  -0.727
O 1.3688 -2.2695 1.7202  -0.398
C 2.3357 -3.2196 2.1358  -0.698
H 6.3876 -3.6920 1.8667  0.241
H 5.7906 -2.1937 1.1335  0.253
H 7.3491 -2.2100 2.0123  0.348
H 6.3295 -0.3832 2.9474  0.411
H 5.9877 -0.9100 4.5985  0.399
H 4.2148 0.5805 3.9506  0.329
H 3.5850 -1.0753 4.0838  0.219
H 3.9625 -1.1868 1.6411  0.053
H 2.1612 0.1381 0.9121  0.084
H 2.1382 0.9408 2.4700  0.570
H 0.3585 -0.6398 2.3482  0.636
H 1.4633 -1.2684 3.5477  0.409
H 2.5317 -3.1667 3.2093  0.347
H 3.2664 -3.0998 1.5763  0.201
H 1.9455 -4.2130 1.9085  0.301
C 0.2086 5.9513 -2.6262  -0.727
O 0.7020 5.0431 -3.5942  -0.339
C 2.0606 5.2751 -3.9528  -0.813
C 2.9389 4.1309 -3.4840  -0.175
N 3.0657 4.1287 -2.0304  -0.326
C 3.6935 2.9242 -1.4906  -0.864
C 2.9512 1.6001 -1.6647  -0.391
O 1.7399 1.5179 -0.9330  -0.380
C 0.6017 2.0522 -1.5886  -0.675
H -0.8585 5.7663 -2.5103  0.242
H 0.6930 5.8002 -1.6559  0.305
H 0.3496 6.9863 -2.9506  0.344
H 2.4234 6.2345 -3.5737  0.405
H 2.0963 5.3143 -5.0456  0.394
H 3.9325 4.2336 -3.9300  0.376
H 2.4913 3.1979 -3.8502  0.177
H 2.1445 4.2177 -1.6219  0.089
H 3.8220 3.0914 -0.4180  0.404
H 4.6972 2.8285 -1.9165  0.408
H 3.5967 0.8165 -1.2568  0.340
H 2.7899 1.3422 -2.7176  0.356
H 0.6641 1.9483 -2.6745  0.308
H 0.4510 3.1001 -1.3182  0.221
H -0.2726 1.4984 -1.2423  0.313

* orbital gap: 8.37 eV
* spin multiplicity: 1
* SMILES: O=C1NC(=O)c2c1ccc(Cl)c2-c1ccccc1.COCCNCCOC.COCCNCCOC
* E_LUMO: -0.3 eV

Below is a molecular structure, C26H38CoN3O3P at a distorted geometry, with properties calculated with ωB97M-V/def2-TZVPD.

Each line ends with the Löwdin spin population.
Geometry (Å):
Co 0.5142 0.4574 0.1376  1.113
C -2.8932 -1.2475 4.9265  0.000
C -2.6927 -1.5861 3.4459  0.000
C -3.1309 -3.0215 3.1708  0.000
C -1.2666 -1.2961 2.9982  -0.001
C -0.7095 -0.0403 3.2004  0.005
C 0.5967 0.2597 2.8080  0.002
C 1.4195 -0.7117 2.2322  0.005
C 2.9094 -0.5278 2.1120  0.000
C 0.8284 -1.9558 1.9709  -0.001
C -0.4746 -2.2415 2.3417  0.001
H -3.9105 -1.4945 5.2380  0.000
H -2.7310 -0.1893 5.1360  0.000
H -2.1966 -1.8222 5.5430  0.000
H -3.3577 -0.9299 2.8685  0.000
H -2.4818 -3.7334 3.6879  0.000
H -3.1155 -3.2626 2.1049  0.000
H -4.1493 -3.1745 3.5306  0.000
H -1.2872 0.7369 3.6887  0.000
H 1.0167 1.2248 3.0675  0.000
H 3.1877 -0.2456 1.0954  0.000
H 3.4205 -1.4572 2.3662  0.000
H 3.2540 0.2489 2.7966  0.000
H 1.4321 -2.7334 1.5137  0.000
H -0.8613 -3.2320 2.1361  0.000
C -0.2230 2.6818 -2.4863  -0.001
O -0.0616 3.3162 -1.2096  -0.003
P -0.3795 2.4899 0.1300  -0.015
O 0.1245 3.5578 1.2293  -0.001
C 1.5327 3.6362 1.4840  0.000
O -1.9693 2.7737 0.1939  -0.004
C -2.7305 2.3056 1.3024  0.000
H -0.0288 3.4411 -3.2386  0.000
H -1.2427 2.3109 -2.6090  0.000
H 0.4828 1.8589 -2.6033  -0.001
H 1.6700 3.8959 2.5305  0.000
H 1.9736 4.4078 0.8552  0.000
H 2.0305 2.6851 1.2728  0.000
H -3.7790 2.4462 1.0541  0.000
H -2.4948 2.8814 2.1996  0.000
H -2.5418 1.2499 1.4964  0.000
N -4.1321 -1.7175 -3.4437  0.000
C -3.1272 -1.3488 -2.5963  0.000
C -3.3445 -1.2127 -1.2210  0.001
C -2.2923 -0.8502 -0.4098  0.002
N -1.0536 -0.6044 -0.8533  0.010
C -0.8471 -0.7491 -2.1686  0.000
C -1.8299 -1.1142 -3.0617  0.000
H -5.0787 -1.7418 -3.1144  0.000
H -3.9934 -1.6618 -4.4352  0.000
H -4.3249 -1.3911 -0.7925  0.000
H -2.4401 -0.7610 0.6567  0.000
H 0.1636 -0.5562 -2.5084  0.000
H -1.5899 -1.2145 -4.1144  0.000
C 2.1076 -2.3269 -2.2030  -0.001
C 2.8102 -1.0858 -2.7161  0.017
C 3.5813 -1.1409 -3.8706  -0.006
C 4.2778 -0.0411 -4.3470  0.032
C 4.2195 1.1396 -3.6148  -0.006
C 3.4768 1.2440 -2.4483  0.017
C 3.4922 2.4976 -1.6144  0.001
C 2.7165 0.1323 -1.9982  -0.027
N 1.9475 0.2297 -0.8797  -0.136
H 2.7896 -3.1802 -2.1927  0.000
H 1.2523 -2.6095 -2.8255  0.001
H 1.7345 -2.1744 -1.1896  -0.002
H 3.6445 -2.0869 -4.4033  -0.002
H 4.8696 -0.1066 -5.2506  0.002
H 4.7917 2.0036 -3.9417  -0.001
H 4.1400 3.2526 -2.0635  0.000
H 3.8579 2.2840 -0.6026  0.000
H 2.4963 2.9287 -1.4946  0.000

* orbital gap (alpha / beta): 6.27 / 6.73 eV
* spin multiplicity: 2
* energy above the lowest of the compared OMol25 structures with the same formula, charge and spin: 0.0 kJ/mol
* <S²>: 0.86
* E_LUMO (alpha / beta): 0.4 / 0.4 eV

Calculated values (Ha) of calculated total energy for the records, taken in order: -2166.77058, -2089.28839, -3127.63388.